[1]
A single C2H2FI molecule at a distorted geometry. Source: the OMol25 dataset; level of theory: ωB97M-V/def2-TZVPD.

Structure (XYZ):
```
6
Properties=species:S:1:pos:R:3
C -0.018 -0.231 0.214
C 0.146 -0.970 1.292
F -1.059 -1.815 1.721
I 1.702 -1.653 2.533
H 0.738 0.313 -0.409
H -0.956 -0.017 -0.158
```

Properties
- E_LUMO: 0.16 eV
- 2S+1: 1
- Relative energy (zero: lowest compared OMol25 entry of this formula, charge and spin): 46.56 kJ/mol
- Molar mass: 171.94 g mol⁻¹
- Energy: -12922.665 eV

=====

[2]
C22H24CrN3O6S2 as an isolated structure at a distorted geometry. Source: the OMol25 dataset; level of theory: ωB97M-V/def2-TZVPD.

Structure (XYZ):
```
58
Properties=species:S:1:pos:R:3
Cr -0.096 -0.216 -0.187
C 2.330 -0.839 -1.824
N 2.017 -0.013 -0.630
C 2.929 -0.425 0.453
C 2.217 1.401 -0.951
C 3.357 1.866 -1.576
C 3.492 3.214 -1.874
C 2.462 4.081 -1.553
C 1.321 3.623 -0.915
C 1.185 2.275 -0.574
N 0.149 1.651 0.109
C -0.585 2.180 1.163
C -0.977 3.505 1.374
C -1.695 3.864 2.503
C -2.040 2.921 3.455
C -1.664 1.600 3.262
C -0.954 1.234 2.136
N -0.506 -0.140 1.913
C -1.602 -1.107 2.205
C 0.617 -0.453 2.818
H 3.391 -0.769 -2.075
H 1.732 -0.516 -2.668
H 2.084 -1.875 -1.627
H 3.969 -0.403 0.115
H 2.682 -1.443 0.755
H 2.832 0.249 1.300
H 4.154 1.186 -1.845
H 4.386 3.573 -2.365
H 2.538 5.130 -1.811
H 0.526 4.323 -0.720
H -0.753 4.268 0.648
H -1.995 4.896 2.631
H -2.599 3.203 4.337
H -1.931 0.863 4.009
H -1.792 -1.162 3.279
H -1.311 -2.091 1.847
H -2.503 -0.800 1.690
H 0.283 -0.463 3.859
H 1.394 0.301 2.716
H 1.016 -1.436 2.567
O -2.777 0.528 -2.772
S -2.030 -0.355 -1.931
O -0.576 -0.374 -2.197
O -2.159 -0.070 -0.473
C -2.747 -1.978 -2.137
C -4.062 -1.971 -2.588
C -4.756 -3.161 -2.722
C -4.131 -4.363 -2.424
C -2.824 -4.371 -1.965
C -2.128 -3.182 -1.805
S -0.456 -3.330 -1.176
O -0.415 -4.591 -0.483
O 0.418 -3.197 -2.311
O -0.327 -2.211 -0.179
H -4.508 -1.018 -2.836
H -5.785 -3.147 -3.056
H -4.665 -5.296 -2.545
H -2.317 -5.292 -1.711
```

Properties
- E_LUMO (spin up / spin down): -0.99 / -0.09 eV
- 2S+1: 2
- Relative energy (zero: lowest compared OMol25 entry of this formula, charge and spin): 0.00 kJ/mol
- Molar mass: 542.58 g mol⁻¹
- Energy: -90051.578 eV

=====

[3]
A 12-piece molecular cluster, C31H86O17 overall at a distorted geometry. Source: the OMol25 dataset; level of theory: ωB97M-V/def2-TZVPD.

Structure (XYZ):
```
134
Properties=species:S:1:pos:R:3
C 0.729 -3.127 -3.021
C 0.699 -3.047 -4.525
C -0.652 -3.462 -5.081
O 0.958 -1.679 -4.875
H -0.080 -2.593 -2.519
H 1.671 -2.710 -2.653
H 0.652 -4.136 -2.612
H 1.513 -3.620 -4.984
H -0.736 -3.358 -6.166
H -1.430 -2.797 -4.693
H -0.877 -4.491 -4.800
H 0.579 -1.477 -5.735
C 2.382 -4.076 2.159
C 1.278 -4.190 1.128
C 1.481 -5.423 0.238
O -0.020 -4.235 1.684
H 2.093 -3.344 2.915
H 3.315 -3.770 1.683
H 2.622 -5.025 2.647
H 1.323 -3.355 0.424
H 0.703 -5.486 -0.529
H 1.495 -6.349 0.816
H 2.384 -5.372 -0.379
H -0.086 -4.988 2.283
C 1.579 1.844 -3.376
C 2.967 1.278 -3.654
C 3.977 1.797 -2.613
O 2.971 -0.145 -3.589
H 1.273 1.690 -2.344
H 0.850 1.380 -4.047
H 1.640 2.896 -3.661
H 3.290 1.639 -4.638
H 4.040 2.880 -2.696
H 4.920 1.322 -2.890
H 3.664 1.499 -1.615
H 2.141 -0.476 -3.984
C 2.996 0.230 3.928
C 1.512 0.067 4.274
C 0.775 1.339 3.812
O 1.003 -1.039 3.545
H 3.206 0.067 2.870
H 3.480 -0.653 4.368
H 3.475 1.149 4.259
H 1.397 -0.134 5.337
H -0.307 1.226 3.918
H 0.912 1.489 2.738
H 1.141 2.241 4.304
H 1.089 -0.804 2.600
C -2.498 3.761 4.147
C -2.787 2.788 3.028
C -4.262 2.842 2.623
O -1.971 3.080 1.885
H -1.447 3.673 4.446
H -3.045 3.491 5.052
H -2.599 4.807 3.858
H -2.600 1.744 3.308
H -4.894 2.562 3.468
H -4.544 2.171 1.807
H -4.447 3.850 2.242
H -1.450 2.272 1.773
C 1.890 3.321 0.761
C 3.060 3.412 1.770
C 4.361 2.977 1.115
O 3.050 4.753 2.228
H 0.957 3.588 1.263
H 1.672 2.288 0.463
H 2.035 3.923 -0.135
H 2.690 2.748 2.552
H 4.222 1.990 0.665
H 5.207 2.891 1.797
H 4.572 3.621 0.258
H 3.935 5.125 2.243
C 4.867 -1.686 0.809
C 4.701 -1.681 -0.714
C 4.914 -3.076 -1.272
O 3.456 -1.113 -1.069
H 5.843 -2.088 1.067
H 4.074 -2.274 1.278
H 4.731 -0.664 1.167
H 5.488 -1.022 -1.106
H 4.680 -3.127 -2.339
H 4.336 -3.828 -0.727
H 5.940 -3.448 -1.206
H 3.479 -0.912 -2.033
O -3.104 -0.939 3.136
C -2.583 -2.279 3.100
C -3.227 -3.211 2.095
O -2.645 -3.024 0.809
H -3.946 -1.039 3.595
H -1.509 -2.190 2.913
H -2.638 -2.694 4.116
H -4.319 -3.181 2.088
H -3.053 -4.232 2.465
H -1.718 -3.265 0.963
O -7.019 -0.429 -1.558
C -6.408 -0.006 -0.370
C -5.488 -1.047 0.229
O -4.382 -1.219 -0.646
H -7.769 0.121 -1.784
H -5.840 0.929 -0.453
H -7.177 0.183 0.393
H -6.053 -1.962 0.449
H -5.105 -0.695 1.194
H -3.739 -1.792 -0.197
O -0.819 3.866 -1.333
C -1.622 5.013 -1.635
C -2.046 5.789 -0.391
O -3.201 5.232 0.212
H -1.247 3.075 -1.674
H -1.062 5.569 -2.394
H -2.516 4.665 -2.165
H -2.173 6.825 -0.698
H -1.247 5.708 0.349
H -2.923 4.465 0.728
O 1.451 -0.603 0.778
C 0.391 -0.767 -0.149
C -0.708 0.256 0.070
O -1.074 0.457 1.440
H 2.281 -0.763 0.287
H 0.816 -0.564 -1.137
H 0.047 -1.804 -0.168
H -1.661 -0.026 -0.391
H -0.360 1.216 -0.315
H -1.684 -0.228 1.722
O -3.404 -1.562 -3.277
C -2.320 -0.649 -3.278
C -2.911 0.767 -3.132
O -1.884 1.760 -3.261
H -3.950 -1.376 -2.496
H -1.611 -0.867 -2.473
H -1.806 -0.697 -4.239
H -3.331 0.967 -2.146
H -3.656 0.930 -3.913
H -1.649 1.889 -4.183
```

Properties
- E_LUMO: 0.40 eV
- 2S+1: 1
- Relative energy (zero: lowest compared OMol25 entry of this formula, charge and spin): 0.00 kJ/mol
- Molar mass: 731.01 g mol⁻¹
- Energy: -68347.609 eV

=====

[4]
A 5-piece molecular cluster, C27H50I2N2O14PS2 overall at a distorted geometry. Source: the OMol25 dataset; level of theory: ωB97M-V/def2-TZVPD.

Structure (XYZ):
```
98
Properties=species:S:1:pos:R:3
C 5.090 -2.690 -2.562
C 4.653 -3.603 -3.692
S 2.962 -3.387 -4.285
C 1.910 -3.622 -2.796
C 0.792 -2.639 -2.707
C 1.055 -1.248 -2.690
N 2.360 -0.782 -2.710
C -0.008 -0.349 -2.655
I 0.492 1.680 -2.688
N -1.298 -0.782 -2.586
C -2.360 0.200 -2.506
S -2.605 0.568 -0.730
O -2.907 -0.677 -0.088
O -1.473 1.265 -0.202
C -1.567 -2.112 -2.563
I -3.556 -2.765 -2.455
C -0.550 -3.066 -2.628
P -0.850 -4.901 -2.599
C -1.690 -5.316 -1.020
C -1.900 -5.400 -4.004
H 4.501 -2.807 -1.655
H 6.125 -2.842 -2.281
H 5.014 -1.645 -2.854
H 5.267 -3.368 -4.555
H 4.871 -4.634 -3.433
H 1.529 -4.625 -2.856
H 2.535 -3.582 -1.905
H 3.011 -1.491 -2.405
H 2.494 -0.001 -2.077
H -2.140 1.096 -3.069
H -3.300 -0.191 -2.872
H -3.707 1.359 -0.636
H -1.552 -4.486 -0.333
H -1.204 -6.184 -0.597
H -2.753 -5.485 -1.144
H -1.580 -4.948 -4.935
H -2.964 -5.233 -3.873
H -1.765 -6.472 -4.099
C 5.705 2.996 1.755
C 6.598 1.838 1.367
O 6.038 1.058 0.294
C 6.128 1.602 -0.916
O 6.645 2.647 -1.197
O 5.549 0.763 -1.786
C 5.515 1.239 -3.135
H 4.704 2.638 2.002
H 6.115 3.512 2.621
H 5.611 3.713 0.941
H 6.697 1.145 2.200
H 7.598 2.174 1.094
H 6.504 1.509 -3.496
H 4.838 2.088 -3.221
H 5.132 0.416 -3.734
C -7.602 2.026 4.928
C -6.573 3.096 4.628
O -5.239 2.556 4.612
C -4.913 1.837 3.545
O -5.616 1.610 2.590
O -3.667 1.397 3.707
C -3.233 0.535 2.656
H -7.361 1.521 5.864
H -8.592 2.472 5.014
H -7.630 1.273 4.142
H -6.588 3.847 5.415
H -6.781 3.605 3.691
H -3.373 1.006 1.693
H -3.774 -0.409 2.690
H -2.174 0.346 2.806
C -6.994 9.366 -0.262
C -7.525 8.182 -1.040
O -6.703 7.013 -0.872
C -6.840 6.380 0.288
O -7.596 6.670 1.176
O -6.002 5.339 0.294
C -6.004 4.599 1.517
H -5.957 9.565 -0.534
H -7.589 10.253 -0.478
H -7.029 9.183 0.810
H -7.503 8.394 -2.107
H -8.554 7.950 -0.768
H -7.009 4.284 1.782
H -5.569 5.201 2.315
H -5.391 3.718 1.364
C 5.291 -6.193 4.083
C 6.095 -6.184 2.801
O 5.511 -5.327 1.802
C 5.694 -4.026 1.989
O 6.314 -3.506 2.876
O 5.080 -3.376 0.991
C 5.146 -1.953 1.094
H 4.255 -6.466 3.880
H 5.712 -6.913 4.783
H 5.291 -5.213 4.557
H 6.101 -7.176 2.355
H 7.130 -5.892 2.976
H 6.173 -1.607 1.190
H 4.555 -1.601 1.938
H 4.725 -1.555 0.174
```

Properties
- Charge: +1
- E_LUMO: -4.15 eV
- 2S+1: 1
- Molar mass: 975.61 g mol⁻¹
- Energy: -107608.285 eV

=====

Repeat the fourth record exactly.
A 5-piece molecular cluster, C27H50I2N2O14PS2 overall at a distorted geometry. Source: the OMol25 dataset; level of theory: ωB97M-V/def2-TZVPD.

Structure (XYZ):
```
98
Properties=species:S:1:pos:R:3
C 5.090 -2.690 -2.562
C 4.653 -3.603 -3.692
S 2.962 -3.387 -4.285
C 1.910 -3.622 -2.796
C 0.792 -2.639 -2.707
C 1.055 -1.248 -2.690
N 2.360 -0.782 -2.710
C -0.008 -0.349 -2.655
I 0.492 1.680 -2.688
N -1.298 -0.782 -2.586
C -2.360 0.200 -2.506
S -2.605 0.568 -0.730
O -2.907 -0.677 -0.088
O -1.473 1.265 -0.202
C -1.567 -2.112 -2.563
I -3.556 -2.765 -2.455
C -0.550 -3.066 -2.628
P -0.850 -4.901 -2.599
C -1.690 -5.316 -1.020
C -1.900 -5.400 -4.004
H 4.501 -2.807 -1.655
H 6.125 -2.842 -2.281
H 5.014 -1.645 -2.854
H 5.267 -3.368 -4.555
H 4.871 -4.634 -3.433
H 1.529 -4.625 -2.856
H 2.535 -3.582 -1.905
H 3.011 -1.491 -2.405
H 2.494 -0.001 -2.077
H -2.140 1.096 -3.069
H -3.300 -0.191 -2.872
H -3.707 1.359 -0.636
H -1.552 -4.486 -0.333
H -1.204 -6.184 -0.597
H -2.753 -5.485 -1.144
H -1.580 -4.948 -4.935
H -2.964 -5.233 -3.873
H -1.765 -6.472 -4.099
C 5.705 2.996 1.755
C 6.598 1.838 1.367
O 6.038 1.058 0.294
C 6.128 1.602 -0.916
O 6.645 2.647 -1.197
O 5.549 0.763 -1.786
C 5.515 1.239 -3.135
H 4.704 2.638 2.002
H 6.115 3.512 2.621
H 5.611 3.713 0.941
H 6.697 1.145 2.200
H 7.598 2.174 1.094
H 6.504 1.509 -3.496
H 4.838 2.088 -3.221
H 5.132 0.416 -3.734
C -7.602 2.026 4.928
C -6.573 3.096 4.628
O -5.239 2.556 4.612
C -4.913 1.837 3.545
O -5.616 1.610 2.590
O -3.667 1.397 3.707
C -3.233 0.535 2.656
H -7.361 1.521 5.864
H -8.592 2.472 5.014
H -7.630 1.273 4.142
H -6.588 3.847 5.415
H -6.781 3.605 3.691
H -3.373 1.006 1.693
H -3.774 -0.409 2.690
H -2.174 0.346 2.806
C -6.994 9.366 -0.262
C -7.525 8.182 -1.040
O -6.703 7.013 -0.872
C -6.840 6.380 0.288
O -7.596 6.670 1.176
O -6.002 5.339 0.294
C -6.004 4.599 1.517
H -5.957 9.565 -0.534
H -7.589 10.253 -0.478
H -7.029 9.183 0.810
H -7.503 8.394 -2.107
H -8.554 7.950 -0.768
H -7.009 4.284 1.782
H -5.569 5.201 2.315
H -5.391 3.718 1.364
C 5.291 -6.193 4.083
C 6.095 -6.184 2.801
O 5.511 -5.327 1.802
C 5.694 -4.026 1.989
O 6.314 -3.506 2.876
O 5.080 -3.376 0.991
C 5.146 -1.953 1.094
H 4.255 -6.466 3.880
H 5.712 -6.913 4.783
H 5.291 -5.213 4.557
H 6.101 -7.176 2.355
H 7.130 -5.892 2.976
H 6.173 -1.607 1.190
H 4.555 -1.601 1.938
H 4.725 -1.555 0.174
```

Properties
- Charge: +1
- E_LUMO: -4.15 eV
- 2S+1: 1
- Molar mass: 975.61 g mol⁻¹
- Energy: -107608.285 eV

=====

energy of number 1 (C2H2FI)? -12922.665 eV

=====

Among the records above, which one has the highest molar mass? C27H50I2N2O14PS2